Entry 1:
CH3NO3 in the gas phase at a distorted geometry, computed with ωB97M-V/def2-TZVPD.

```
! wB97M-V def2-TZVPD RIJCOSX def2/J DEFGRID3
* xyz 0 1
N -1.41126 -0.03492 0.25278
C -0.05433 0.25291 -0.07553
O 0.47488 1.28420 -0.41019
O 0.63350 -0.89875 -0.07177
O 1.99566 -0.72143 -0.37739
H -1.98701 0.76825 0.29109
H -1.61417 -0.91154 0.71220
H 1.96273 0.26129 -0.32117
*
```

Relative energy (zero: lowest compared OMol25 entry of this formula, charge and spin)   20.62 kcal/mol
Gap between HOMO and LUMO   11.3 eV
SMILES   NC(=O)OO



Entry 2:
2 unconnected molecules or ions with the total composition C3H7N2O2 at a distorted geometry, computed with ωB97M-V/def2-TZVPD.

```
! wB97M-V def2-TZVPD RIJCOSX def2/J DEFGRID3
* xyz 1 1
C 1.94169 -0.80962 0.45582
C -1.48788 -0.13960 0.13005
C -0.18848 2.00653 -0.33185
N -2.20695 -1.18171 0.17631
N -0.86114 0.78793 -0.10581
O 2.59605 0.18675 0.41336
O 1.47331 -1.62676 -0.45910
H 1.31013 -0.96956 1.33615
H -0.55703 2.72505 0.42253
H -0.34262 2.30259 -1.47450
H 0.89781 1.65044 -0.14974
H -2.71905 -1.35710 1.01975
H -1.76554 -2.14759 -0.14282
H 1.90970 -1.42734 -1.29015
*
```

Relative energy (zero: lowest compared OMol25 entry of this formula, charge and spin)   40.58 kcal/mol
Gap between HOMO and LUMO   10.5 eV



Entry 3:
A molecular structure, C15H20F4N4O2Tl, computed with ωB97M-V/def2-TZVPD.

```
! wB97M-V def2-TZVPD RIJCOSX def2/J DEFGRID3
* xyz 1 1
Tl 0.79884 0.29068 -0.39795
C 1.38757 -1.78357 3.65221
C 1.51036 -1.19971 2.25396
N 0.47069 -0.19967 1.88383
C 0.45379 0.98156 2.78214
C 1.79658 1.67683 2.89891
C -0.88753 -0.78239 1.80037
C -1.01821 -1.80819 0.68322
N -0.59700 -1.21778 -0.58350
C -0.81289 -1.84808 -1.79843
C -0.61342 -1.14052 -2.98736
F -0.16351 0.14668 -2.89465
C -0.82102 -1.67721 -4.23709
F -0.59498 -0.91247 -5.30571
C -1.26512 -2.97505 -4.38090
C -1.46911 -3.69890 -3.22513
F -1.88292 -4.96189 -3.30012
C -1.24103 -3.16780 -1.96607
F -1.42561 -3.96783 -0.90299
H 2.19223 -2.50256 3.80249
H 0.44759 -2.31457 3.80026
H 1.48172 -1.02191 4.42594
H 1.47101 -2.00090 1.51321
H 2.47885 -0.71365 2.13406
H 0.09480 0.67116 3.76811
H -0.28704 1.66674 2.37030
H 2.52539 1.08587 3.45291
H 1.66726 2.61641 3.43447
H 2.21768 1.90794 1.91824
H -1.57164 0.04682 1.60925
H -1.17134 -1.23930 2.75081
H -2.07070 -2.08848 0.61930
H -0.46227 -2.71568 0.92937
H -1.43979 -3.40833 -5.35446
O 2.96745 3.38419 -1.68433
C 2.73475 2.33325 -1.23885
N 2.55995 1.24185 -0.74623
C -0.41643 3.39461 -2.17711
C -1.01632 3.08124 -0.84281
N -1.96804 3.89133 -0.38812
O -0.64434 2.11708 -0.14142
H -1.03028 4.08394 -2.75179
H -0.28274 2.47737 -2.74716
H 0.56277 3.85150 -2.02141
H -2.28963 4.67646 -0.92692
H -2.37638 3.72291 0.51717
*
```

Relative energy (zero: lowest compared OMol25 entry of this formula, charge and spin)   0.00 kcal/mol
Gap between HOMO and LUMO   7.9 eV



Entry 4:
A molecular structure, C38H30GeN2O6PTi at a distorted geometry, computed with ωB97M-V/def2-TZVPD.

```
! wB97M-V def2-TZVPD RIJCOSX def2/J DEFGRID3
* xyz 1 1
Ti -1.69582 0.71666 0.37498
O -1.17842 6.57016 1.47228
C -1.35182 5.27276 1.21378
C -1.54112 4.79086 -0.09842
C -1.73502 3.43756 -0.25582
N -1.71232 2.61286 0.78598
C -1.47142 3.02626 2.02998
C -1.30352 4.37296 2.29018
C -1.24312 1.79816 2.90768
O -1.00672 1.86046 4.09078
O -1.25992 0.72796 2.17068
C -1.73332 2.51746 -1.45352
O -0.93232 2.71296 -2.37242
O -2.38972 1.44376 -1.27202
H -1.22892 7.10326 0.66718
H -1.52192 5.45676 -0.94842
H -1.11722 4.72996 3.28918
O -3.99382 1.20346 1.11128
N -3.46202 -0.05324 0.83128
C -4.30342 -1.02194 0.62378
C -3.97362 -2.38264 0.33678
C -5.04392 -3.28564 0.19668
C -4.82822 -4.61874 -0.06172
C -3.53192 -5.09844 -0.21372
C -2.46262 -4.22724 -0.11562
C -2.65802 -2.88054 0.17338
P -1.24562 -1.73854 0.22298
C -0.20922 -2.22214 1.63658
C 0.85438 -1.35994 1.91888
C 1.57268 -1.49224 3.09018
C 1.22848 -2.48164 4.00048
C 0.18438 -3.34704 3.72118
C -0.54012 -3.22124 2.54618
C -0.32082 -2.11774 -1.30492
C -0.72982 -1.37954 -2.41872
C -0.06022 -1.50534 -3.62132
C 1.02188 -2.36814 -3.71922
C 1.41958 -3.11304 -2.62152
C 0.75418 -2.99274 -1.41032
H -4.97262 1.18506 1.03078
H -5.37492 -0.79984 0.67998
H -6.05432 -2.91744 0.29588
H -5.66702 -5.29004 -0.15192
H -3.36262 -6.14394 -0.41192
H -1.45592 -4.59064 -0.26212
H 1.08988 -0.56644 1.21548
H 2.37648 -0.80564 3.31408
H 1.76378 -2.56064 4.93458
H -0.08452 -4.10844 4.43738
H -1.37182 -3.88344 2.35138
H -1.58462 -0.70914 -2.33062
H -0.37752 -0.92874 -4.47682
H 1.55548 -2.45094 -4.65352
H 2.25908 -3.78714 -2.70742
H 1.07588 -3.56724 -0.55042
Ge 1.15148 1.61266 -1.82092
C 2.05118 2.73876 -0.36512
C 1.65378 2.69906 0.96428
C 2.29698 3.47686 1.91388
C 3.35218 4.29146 1.53988
C 3.78008 4.30756 0.22178
C 3.12508 3.54646 -0.73202
C 2.63948 0.21116 -2.26522
C 3.22028 0.26986 -3.52112
C 4.32328 -0.51914 -3.80562
C 4.82258 -1.37754 -2.84092
C 4.22938 -1.44054 -1.59182
C 3.12988 -0.64854 -1.29932
H -0.15912 0.75326 -0.32232
H 0.84938 2.03766 1.27058
H 1.97338 3.43616 2.94298
H 3.83918 4.91296 2.27628
H 4.61868 4.92476 -0.06392
H 3.45578 3.56506 -1.76362
H 2.82268 0.94586 -4.26832
H 4.79138 -0.45684 -4.77682
H 5.67258 -2.00464 -3.06352
H 4.62238 -2.10674 -0.83852
H 2.67408 -0.69734 -0.32022
*
```

Relative energy (zero: lowest compared OMol25 entry of this formula, charge and spin)   93.23 kcal/mol
Gap between HOMO and LUMO (alpha / beta)   4.3 / 4.3 eV



Entry 5:
A gas-phase ion, C6H15N3 (charge +2) at a distorted geometry, computed with ωB97M-V/def2-TZVPD.

```
! wB97M-V def2-TZVPD RIJCOSX def2/J DEFGRID3
* xyz 2 1
C 1.37618 -1.01037 1.13344
C 0.57427 -0.44756 -0.03440
N 0.94666 -1.06348 -1.44670
C -1.14772 -0.62462 0.33461
N -1.37609 -0.66514 1.61801
N -2.12303 -0.74402 -0.57140
C 0.75077 1.09564 -0.25549
C -0.31694 1.84114 -0.90909
C -0.14348 1.98733 0.52831
H 2.43037 -0.90802 0.84148
H 1.03747 -2.11284 1.04734
H 1.17225 -0.53668 2.04930
H 1.18235 -0.18026 -2.00732
H 0.34898 -1.70618 -1.98574
H 1.86655 -1.56520 -1.28461
H -0.68763 -0.60250 2.51838
H -2.39288 -0.64598 1.71682
H -1.93462 -0.62434 -1.61591
H -3.00208 -1.14423 -0.26196
H 1.83200 1.36505 -0.54328
H -1.27478 1.21501 -1.07975
H -0.28300 2.68119 -1.50741
H 0.24854 2.93021 0.87447
H -0.80368 1.68802 1.36499
*
```

Relative energy (zero: lowest compared OMol25 entry of this formula, charge and spin)   72.89 kcal/mol
Gap between HOMO and LUMO   11.1 eV
SMILES   C[C@@]([NH3+])(C(N)=[NH2+])C1CC1



Entry 6:
C2H5N3OS2 in the gas phase at a distorted geometry, computed with ωB97M-V/def2-TZVPD.

```
! wB97M-V def2-TZVPD RIJCOSX def2/J DEFGRID3
* xyz 0 1
O -0.69549 -1.79219 -1.69119
N -1.39819 -1.02314 -0.71025
C -0.44780 -0.43169 -0.03400
C -0.91650 0.20093 1.24081
N -0.54275 1.35377 1.64626
S 0.53240 2.43153 0.81552
N 0.88010 -0.33499 -0.50265
S 2.21119 -0.47741 0.48872
H -1.48433 -1.95465 -2.36772
H -1.58412 -0.43128 1.88529
H 0.40995 1.86965 -0.41133
H 0.94231 -0.41076 -1.62713
H 2.09324 1.00023 1.26767
*
```

Relative energy (zero: lowest compared OMol25 entry of this formula, charge and spin)   106.68 kcal/mol
Gap between HOMO and LUMO   8.6 eV
SMILES   O/N=C(/C=N\S)NS



- The highest relative energy (zero: lowest compared OMol25 entry of this formula, charge and spin) belongs to which entry?
  C2H5N3OS2